{
  "formula": "C29H48ClF7N3O8",
  "method": "wB97M-V/def2-TZVPD",
  "elements": ["C", "C", "C", "C", "C", "F", "F", "C", "F", "F", "C", "F", "F", "F", "C", "C", "C", "C", "Cl", "C", "C", "C", "O", "N", "N", "N", "C", "C", "C", "O", "H", "H", "H", "H", "H", "H", "H", "H", "H", "H", "H", "H", "H", "H", "H", "H", "H", "H", "H", "H", "C", "O", "C", "C", "O", "C", "C", "O", "C", "H", "H", "H", "H", "H", "H", "H", "H", "H", "H", "H", "H", "H", "H", "C", "O", "C", "C", "O", "C", "C", "O", "C", "H", "H", "H", "H", "H", "H", "H", "H", "H", "H", "H", "H", "H", "H"],
  "xyz": [[3.803857, 1.291958, 1.691917], [3.500141, 2.262898, 0.843161], [3.125441, 1.898798, -0.556892], [4.081203, 1.942092, -1.576951], [5.504197, 2.382411, -1.259765], [5.980860, 1.594107, -0.282255], [6.358656, 2.254852, -2.278610], [5.600092, 3.882001, -0.744604], [4.398669, 4.483347, -0.811005], [6.016459, 3.897317, 0.517195], [6.587522, 4.776363, -1.540597], [6.490700, 6.005508, -1.009634], [7.836180, 4.368701, -1.411692], [6.229806, 4.867371, -2.818485], [3.660090, 1.589161, -2.844705], [4.554452, 1.581931, -4.038369], [4.738685, 2.964559, -4.712293], [3.543820, 3.891420, -4.626579], [4.995441, 2.604744, -6.466866], [2.301733, 1.219787, -2.948206], [1.763178, 0.750652, -4.270114], [2.201977, -0.697928, -4.624593], [1.086529, -1.470213, -5.025557], [1.431823, 1.222283, -1.985589], [1.869367, 1.567871, -0.784356], [0.937116, 1.569048, 0.264003], [-0.202545, 0.673889, -0.036793], [0.371932, 2.946987, 0.403878], [0.403818, 3.580587, 1.768850], [-0.124050, 3.498814, -0.550951], [4.384489, 1.523532, 2.571797], [3.471657, 0.273198, 1.567641], [3.496576, 3.290574, 1.161275], [5.502519, 1.116301, -3.837609], [4.089452, 0.951483, -4.781465], [5.655352, 3.433893, -4.396828], [3.799340, 4.814372, -5.131460], [2.705951, 3.475251, -5.171359], [3.255544, 4.107686, -3.602068], [0.680900, 0.761821, -4.241492], [2.054365, 1.425414, -5.062787], [2.885530, -0.648648, -5.471983], [2.732375, -1.186435, -3.814555], [0.874633, -1.186022, -5.916639], [0.110384, -0.301883, -0.378656], [-0.714000, 0.522062, 0.909608], [-0.915406, 1.105588, -0.729130], [0.135890, 2.859500, 2.534739], [1.364235, 4.032135, 1.982260], [-0.332530, 4.373322, 1.761950], [-1.712407, -5.128970, 3.274965], [-2.223188, -3.920595, 3.800635], [-2.844441, -4.103656, 5.066674], [-2.702446, -2.855583, 5.909115], [-1.394467, -2.627508, 6.417532], [-0.417795, -2.222175, 5.472147], [-0.612222, -0.814105, 4.946176], [-1.693125, -0.769801, 4.022928], [-2.371306, 0.465026, 4.018891], [-2.528528, -5.794300, 2.972686], [-1.108636, -4.885175, 2.401539], [-1.071777, -5.636767, 4.003767], [-2.398483, -4.955770, 5.590009], [-3.912502, -4.302848, 4.910854], [-3.339185, -2.977271, 6.787866], [-3.065434, -1.979841, 5.371331], [-0.339833, -2.937516, 4.652836], [0.532714, -2.246379, 6.010777], [0.303387, -0.496556, 4.425843], [-0.794446, -0.135267, 5.786192], [-2.681251, 0.747174, 5.030853], [-3.269344, 0.362954, 3.411716], [-1.739210, 1.259148, 3.598546], [-7.885574, -1.472781, -0.521498], [-6.672079, -1.877724, -1.118921], [-5.946653, -0.803663, -1.689375], [-4.456515, -1.057224, -1.622443], [-3.887376, -0.893707, -0.328992], [-4.167315, -1.886240, 0.654285], [-3.473235, -3.209454, 0.426195], [-4.101216, -3.944908, -0.611481], [-3.205456, -4.757283, -1.334338], [-8.610514, -1.156504, -1.278992], [-8.287628, -2.327188, 0.019509], [-7.720667, -0.658197, 0.192812], [-6.175111, 0.136315, -1.174253], [-6.243283, -0.711907, -2.742874], [-3.970896, -0.298186, -2.241423], [-4.201008, -2.028850, -2.047397], [-5.240960, -2.019525, 0.789075], [-3.774601, -1.475677, 1.588210], [-3.531911, -3.804717, 1.345632], [-2.417450, -3.024142, 0.191874], [-2.362071, -4.168281, -1.716219], [-3.743305, -5.170965, -2.185062], [-2.825661, -5.577868, -0.714985]],
  "forces_ev_per_a": [[-0.02, 0.38, 0.32], [-0.28, -0.89, 0.05], [0.22, 1.02, 2.02], [-0.46, -0.12, -0.99], [-0.10, 0.38, 1.14], [0.19, -0.30, 0.13], [0.03, 0.02, -0.41], [0.50, -0.13, -0.42], [-0.38, 0.02, -0.16], [0.01, -0.06, 0.40], [-0.20, 0.94, 0.59], [0.09, -0.25, -0.13], [-0.05, -0.23, -0.25], [0.15, -0.15, -0.13], [0.82, 0.32, 1.05], [-0.58, -0.09, -0.71], [-0.26, -0.55, -0.53], [0.33, 0.04, -0.14], [0.20, 0.10, 0.06], [-0.35, -0.35, -1.78], [-0.04, -0.28, 0.20], [-0.24, 0.39, -0.89], [0.25, -0.03, 0.49], [-0.14, 0.06, 0.82], [-0.19, -0.15, -1.22], [-0.22, -0.03, -0.15], [-0.47, -0.10, 0.62], [-0.69, 1.41, -0.76], [-0.52, -0.41, -0.32], [0.96, -0.90, 0.84], [-0.50, 0.05, 0.48], [0.57, -0.31, -0.45], [0.66, 0.32, -0.37], [0.27, -0.03, 0.12], [-0.10, -0.11, -0.12], [0.07, 0.09, 0.16], [0.00, 0.28, 0.06], [-0.26, -0.13, 0.04], [-0.02, 0.10, 0.18], [-0.19, -0.04, 0.23], [0.13, 0.20, -0.15], [0.33, -0.02, 0.07], [-0.22, -0.22, 0.25], [-0.23, -0.16, -0.19], [0.33, -0.08, -0.09], [-0.05, 0.02, 0.18], [0.08, 0.05, -0.29], [0.24, -0.14, 0.16], [0.33, -0.16, 0.06], [-0.12, 0.15, -0.01], [-0.14, 0.14, -0.08], [0.22, -0.19, 0.09], [-0.05, 0.24, -0.20], [-0.20, 0.00, 0.21], [0.01, 0.01, -0.17], [0.19, -0.02, 0.14], [-0.07, -0.15, -0.24], [-0.06, 0.11, 0.04], [0.08, -0.08, 0.02], [0.09, -0.12, 0.01], [-0.07, 0.03, -0.04], [-0.05, -0.06, 0.00], [0.01, 0.01, 0.03], [-0.01, -0.09, 0.12], [0.08, -0.05, 0.05], [0.00, -0.09, -0.14], [-0.10, 0.11, -0.11], [-0.04, 0.05, 0.06], [0.06, 0.05, 0.13], [-0.02, 0.00, 0.01], [0.06, 0.09, 0.00], [0.07, -0.05, -0.11], [-0.06, 0.10, 0.06], [0.03, -0.10, -0.11], [0.13, 0.11, 0.31], [-0.11, -0.29, -0.11], [0.08, 0.05, -0.07], [0.08, 0.03, 0.01], [0.03, 0.09, 0.17], [-0.31, -0.25, 0.03], [0.14, 0.25, -0.26], [-0.09, 0.00, 0.08], [-0.04, 0.07, 0.06], [0.00, -0.04, -0.07], [-0.04, 0.04, -0.04], [0.00, 0.01, 0.01], [0.07, 0.20, -0.01], [-0.01, 0.04, 0.04], [-0.16, -0.10, 0.08], [-0.03, -0.14, -0.16], [0.06, 0.00, -0.02], [0.18, 0.15, 0.12], [0.01, -0.01, -0.03], [0.05, -0.04, 0.04], [-0.05, -0.05, 0.05], [0.08, -0.01, -0.05]],
  "mulliken_charge": [-1.265, -0.949, 0.629, 0.708, 0.884, -0.286, -0.338, 0.706, -0.302, -0.276, 0.474, -0.247, -0.244, -0.181, 0.974, -1.377, 0.533, -1.556, -0.173, 0.245, -1.173, -0.689, -0.571, -1.254, 1.213, -0.187, -1.279, 0.723, -1.006, -0.477, 0.381, 0.286, 0.698, 0.713, 0.134, 0.332, 0.461, 0.378, 0.317, 0.484, 0.306, 0.411, 0.335, 0.343, 0.474, 0.437, 0.428, 0.166, 0.226, 0.396, -0.947, -0.108, -0.548, -0.353, -0.482, -0.372, -0.596, -0.036, -0.674, 0.327, 0.242, 0.442, 0.386, 0.356, 0.411, 0.087, 0.095, 0.423, 0.270, 0.430, 0.434, 0.249, 0.045, -0.778, -0.277, -0.602, -0.426, -0.357, -0.209, -0.209, -0.312, -0.749, 0.329, 0.235, 0.339, 0.350, 0.422, 0.393, 0.180, 0.174, 0.153, 0.177, 0.255, 0.313, 0.253, 0.306],
  "gap_ev": 6.15,
  "e_homo_ev": -10.7,
  "molar_mass_g_mol": 735.15,
  "charge": 1
}